1.
Molecular formula: C4H13N2O
Method: DFT, ωB97M-V with the def2-TZVPD basis set

* ΔE to the lowest compared entry with this formula, charge and spin: 12.4 kcal/mol
* E_tot: -9386.324 eV
* frontier orbital gap: 7.65 eV
* net charge: -1
* E_HOMO: -3.25 eV

Each line ends with the Löwdin charge.
Element x y z (Å)
C: 2.279 0.482 -0.743  -0.352
C: 1.947 -0.916 -1.219  -0.342
N: 1.090 -1.583 -0.224  -0.032
N: 1.161 1.360 -1.067  -0.041
H: 2.478 0.387 0.368  0.108
H: 3.212 0.839 -1.208  0.085
H: 1.465 -0.814 -2.231  0.099
H: 2.869 -1.538 -1.357  0.089
H: 0.718 -2.425 -0.626  0.029
H: 0.296 -0.977 0.076  0.007
H: 0.316 1.043 -0.536  0.009
H: 1.429 2.343 -0.866  0.052
C: -1.719 0.454 1.437  -0.505
O: -0.790 0.249 0.436  -0.379
C: -3.116 -0.009 1.008  -0.161
H: -1.787 1.530 1.724  0.076
H: -1.416 -0.109 2.386  0.090
H: -3.480 0.582 0.092  0.075
H: -3.858 0.174 1.814  0.044
H: -3.097 -1.071 0.735  0.049

---

2.
Molecular formula: C4H13N2O
Method: DFT, ωB97M-V with the def2-TZVPD basis set

* ΔE to the lowest compared entry with this formula, charge and spin: 11.7 kcal/mol
* E_tot: -9381.844 eV
* spin multiplicity: 2
* frontier orbital gap (spin up / spin down): 2.51 / 6.89 eV
* <S²>: 0.751
* net charge: -2
* E_HOMO (spin up / spin down): 4.23 / -0.25 eV

Each line ends with the Löwdin spin population.
Element x y z (Å)
C: -0.504 -1.284 -2.189  0.448
C: 0.390 -1.118 -0.965  0.084
N: 0.909 0.229 -0.881  0.009
C: 1.977 0.474 0.050  0.045
H: -0.968 -2.272 -2.262  0.135
H: 0.015 -1.074 -3.132  0.110
H: -1.323 -0.557 -2.127  0.058
H: 1.213 -1.841 -0.982  0.048
H: -0.241 -1.380 -0.102  0.008
H: 0.170 0.913 -0.734  0.002
H: 2.284 1.522 -0.002  0.006
H: 1.723 0.246 1.098  0.001
H: 2.851 -0.134 -0.219  0.019
N: -1.073 1.497 1.001  0.003
C: -1.192 0.372 2.060  0.009
O: -1.187 0.802 3.315  0.003
H: -0.535 2.182 1.537  0.001
H: -2.011 1.892 0.995  0.004
H: -2.131 -0.135 1.708  0.008
H: -0.368 -0.333 1.831  0.000

---

3.
Molecular formula: C4H13N2O
Method: DFT, ωB97M-V with the def2-TZVPD basis set

* ΔE to the lowest compared entry with this formula, charge and spin: 53.9 kcal/mol
* E_tot: -9379.246 eV
* frontier orbital gap: 11.11 eV
* net charge: +1
* E_HOMO: -14.55 eV

Each line ends with the Löwdin charge.
Element x y z (Å)
C: -1.414 1.194 1.957  -0.108
C: -1.756 0.858 0.527  -0.237
C: -0.596 0.279 -0.359  -0.137
N: 0.710 -2.183 -1.501  0.200
C: 0.930 -1.683 -0.261  -0.134
N: 0.479 -0.573 0.308  0.032
H: -2.435 1.351 2.393  0.095
H: -0.876 2.146 2.127  0.079
H: -0.747 0.463 2.519  0.087
H: -2.557 0.161 0.409  0.097
H: -2.029 1.681 -0.075  0.099
H: -1.234 -0.296 -1.095  0.134
H: -0.017 1.097 -0.776  0.104
H: -0.022 -1.856 -2.075  0.097
H: 1.065 -3.019 -1.893  0.120
H: 1.699 -2.283 0.222  0.157
H: 1.260 -0.075 0.934  0.220
H: 2.777 1.236 -0.415  0.066
H: 2.387 0.932 -1.949  0.116
O: 2.378 0.568 -0.997  -0.088

---

4.
Molecular formula: C4H13N2O
Method: DFT, ωB97M-V with the def2-TZVPD basis set

* ΔE to the lowest compared entry with this formula, charge and spin: 31.9 kcal/mol
* E_tot: -9380.202 eV
* frontier orbital gap: 9.70 eV
* net charge: +1
* E_HOMO: -12.70 eV

Each line ends with the Löwdin charge.
Element x y z (Å)
C: 0.395 -0.226 -1.097  -0.158
C: 1.537 0.143 -0.171  -0.125
C: 0.928 0.396 1.196  -0.425
C: 0.536 -0.574 2.014  0.063
N: 0.517 1.744 1.335  0.067
N: -0.734 0.760 -1.097  0.203
H: 0.037 -1.213 -0.828  0.111
H: 0.762 -0.303 -2.121  0.134
H: 2.077 1.045 -0.466  0.124
H: 2.220 -0.699 -0.131  0.131
H: 0.231 -0.400 3.036  0.070
H: 0.730 -1.612 1.783  0.072
H: 0.070 1.926 2.228  0.107
H: 1.267 2.427 1.230  0.111
H: -0.548 1.433 -0.329  0.126
H: -1.641 0.297 -0.993  0.148
H: -0.770 1.283 -1.970  0.171
H: -2.307 -2.793 -1.952  0.061
H: -2.692 -2.158 -0.629  0.060
O: -2.266 -1.956 -1.475  -0.050

---

5.
Molecular formula: C4H13N2O
Method: DFT, ωB97M-V with the def2-TZVPD basis set

* ΔE to the lowest compared entry with this formula, charge and spin: 35.5 kcal/mol
* E_tot: -9380.046 eV
* frontier orbital gap: 11.13 eV
* net charge: +1
* E_HOMO: -14.06 eV

Each line ends with the Löwdin charge.
Element x y z (Å)
C: -0.430 1.799 -2.081  -0.081
C: -1.204 1.107 -0.971  -0.195
C: -0.633 -0.159 -0.405  -0.226
C: -1.171 -1.363 -0.442  -0.092
N: -0.512 -2.443 0.210  0.021
N: 0.693 -0.123 0.246  0.227
H: -0.548 1.309 -3.044  0.083
H: 0.624 1.930 -1.839  0.071
H: -0.881 2.781 -2.241  0.086
H: -1.329 1.833 -0.158  0.125
H: -2.213 0.847 -1.290  0.123
H: -2.140 -1.653 -0.835  0.138
H: -0.856 -2.642 1.144  0.111
H: -0.457 -3.318 -0.290  0.105
H: 1.472 0.172 -0.332  0.166
H: 0.779 0.349 1.153  0.137
H: 0.776 -1.150 0.440  0.133
H: 2.737 1.773 2.742  0.064
H: 2.661 0.422 3.400  0.062
O: 2.294 0.913 2.648  -0.059

---

6.
Molecular formula: C4H13N2O
Method: DFT, ωB97M-V with the def2-TZVPD basis set

* ΔE to the lowest compared entry with this formula, charge and spin: 241.9 kcal/mol
* E_tot: -9371.096 eV
* frontier orbital gap: 4.48 eV
* net charge: +1
* E_HOMO: -14.14 eV

Each line ends with the Löwdin charge.
Element x y z (Å)
C: -1.292 1.016 -1.422  -0.231
C: 0.006 0.162 -1.527  -0.124
C: 0.348 -0.909 -0.345  -0.064
C: 0.537 -2.253 -0.428  0.168
N: 2.619 -0.276 1.809  0.041
N: -2.162 0.558 -0.346  0.161
H: -1.026 2.139 -1.240  0.179
H: -1.924 0.919 -2.334  0.146
H: 0.931 0.979 -1.506  0.187
H: 0.013 -0.368 -2.523  0.122
H: 0.624 -2.794 0.538  0.107
H: 0.536 -2.782 -1.359  0.082
H: 3.220 -0.047 2.664  0.071
H: 2.665 0.625 1.322  0.021
H: 1.721 -0.162 2.330  0.011
H: -3.075 1.060 -0.358  0.143
H: -1.701 0.821 0.522  0.035
H: 0.314 -0.435 0.669  0.034
H: -0.831 1.314 2.100  -0.013
O: -0.282 1.083 1.408  -0.074

---

7.
Molecular formula: C4H13N2O
Method: DFT, ωB97M-V with the def2-TZVPD basis set

* ΔE to the lowest compared entry with this formula, charge and spin: 139.9 kcal/mol
* E_tot: -9375.517 eV
* frontier orbital gap: 5.64 eV
* net charge: +1
* E_HOMO: -13.27 eV

Each line ends with the Löwdin charge.
Element x y z (Å)
N: -0.421 -2.579 2.531  -0.014
C: 1.009 0.348 0.190  0.199
C: -0.508 0.569 0.221  -0.130
C: -0.999 1.687 -0.726  -0.216
O: -2.442 1.661 -0.762  -0.010
C: 1.731 0.192 -1.119  -0.166
N: 0.808 -0.584 -1.975  0.042
H: -0.130 -3.530 2.294  0.012
H: 0.383 -1.946 2.449  -0.007
H: -0.785 -2.698 3.498  0.034
H: 1.621 1.015 0.820  0.147
H: -1.188 -0.325 0.002  0.166
H: -0.726 0.889 1.255  0.133
H: -0.652 2.713 -0.438  0.150
H: -0.616 1.554 -1.725  0.111
H: -2.745 2.345 -0.157  0.105
H: 2.679 -0.314 -1.246  0.147
H: 1.886 1.254 -1.470  0.187
H: 0.070 -0.796 -1.317  0.046
H: 1.024 -1.455 -2.323  0.064

---

8.
Molecular formula: C4H13N2O
Method: DFT, ωB97M-V with the def2-TZVPD basis set

* ΔE to the lowest compared entry with this formula, charge and spin: 57.8 kcal/mol
* SMILES string: NCC[C@H]([NH3+])CO
* E_tot: -9379.077 eV
* frontier orbital gap: 11.28 eV
* net charge: +1
* E_HOMO: -14.19 eV

Each line ends with the Löwdin charge.
Element x y z (Å)
N: 2.188 -0.417 -0.914  -0.022
C: 1.958 0.296 0.315  -0.265
C: 0.515 0.650 0.682  -0.158
C: -0.574 -0.384 0.239  -0.238
N: -0.584 -0.430 -1.344  0.192
C: -1.858 0.266 0.646  -0.238
O: -2.958 -0.681 0.523  -0.087
H: 2.568 0.194 -1.706  0.142
H: 2.681 -1.275 -0.981  0.090
H: 2.634 1.156 0.534  0.136
H: 2.289 -0.485 1.028  0.127
H: 0.400 1.676 0.356  0.117
H: 0.321 0.655 1.828  0.156
H: -0.313 -1.399 0.684  0.191
H: 0.543 -0.389 -1.519  0.154
H: -1.187 -1.078 -1.747  0.121
H: -1.022 0.469 -1.639  0.164
H: -2.181 1.177 0.068  0.147
H: -1.750 0.562 1.734  0.144
H: -3.670 -0.564 1.212  0.126

---

9.
Molecular formula: C4H13N2O2
Method: DFT, ωB97M-V with the def2-TZVPD basis set

* ΔE to the lowest compared entry with this formula, charge and spin: 146.8 kcal/mol
* E_tot: -11428.369 eV
* frontier orbital gap: 4.25 eV
* net charge: -1
* E_HOMO: -3.56 eV

Each line ends with the Löwdin charge.
Element x y z (Å)
C: -0.939 0.732 -0.776  -0.276
C: 0.373 -0.065 -0.273  -0.129
C: 1.079 0.953 0.584  -0.354
N: 2.000 0.284 1.461  0.006
N: -1.596 0.161 -1.764  0.062
C: -2.116 -1.140 -1.460  -0.116
O: -1.243 1.049 2.020  -0.368
H: -0.549 1.692 -1.089  0.112
H: -1.445 0.908 0.237  0.127
H: 0.150 -0.983 0.285  0.117
H: 0.948 -0.381 -1.128  0.091
H: 0.267 1.490 1.034  0.043
H: 1.644 1.670 -0.041  0.113
H: 1.523 -0.017 2.295  0.051
H: 2.303 -0.585 0.919  0.004
H: -2.957 -1.064 -0.772  0.098
H: -1.395 -1.815 -1.005  0.085
H: -2.467 -1.615 -2.372  0.068
H: -1.922 1.354 2.630  -0.092
H: 3.466 -0.959 -0.535  -0.130
O: 2.877 -1.666 -0.248  -0.512

---

10.
Molecular formula: C4H13N2O2
Method: DFT, ωB97M-V with the def2-TZVPD basis set

* ΔE to the lowest compared entry with this formula, charge and spin: 1.5 kcal/mol
* E_tot: -11434.670 eV
* frontier orbital gap: 7.65 eV
* net charge: -1
* E_HOMO: -3.61 eV

Each line ends with the Löwdin charge.
Element x y z (Å)
C: -0.292 1.506 0.240  -0.402
O: 1.006 1.946 0.322  -0.314
C: -0.371 0.188 -0.585  -0.423
C: -0.036 -0.987 0.336  -0.195
C: 0.084 -2.354 -0.322  -0.310
N: -1.186 -2.946 -0.742  -0.023
N: 0.551 0.221 -1.708  0.022
H: -0.970 2.240 -0.240  0.091
H: -0.706 1.297 1.237  0.094
H: -1.401 0.082 -0.950  0.119
H: 0.890 -0.728 0.843  0.112
H: -0.795 -1.007 1.126  0.104
H: 0.754 -2.298 -1.177  0.091
H: 0.537 -3.026 0.401  0.088
H: -1.518 -2.524 -1.598  0.049
H: -1.885 -2.776 -0.031  0.049
H: 0.180 0.853 -2.411  0.057
H: 1.361 0.717 -1.326  0.057
H: 1.773 3.734 2.487  -0.027
H: 1.042 2.671 1.584  -0.030
O: 0.981 3.191 2.514  -0.210

---

11.
Molecular formula: C4H13N2O2
Method: DFT, ωB97M-V with the def2-TZVPD basis set

* ΔE to the lowest compared entry with this formula, charge and spin: 70.0 kcal/mol
* E_tot: -11428.712 eV
* spin multiplicity: 2
* frontier orbital gap (spin up / spin down): 3.34 / 8.23 eV
* <S²>: 0.753
* net charge: 0
* E_HOMO (spin up / spin down): -2.76 / -7.76 eV

Each line ends with the Löwdin spin population.
Element x y z (Å)
C: -1.346 1.662 0.500  0.011
C: -0.780 0.282 0.030  0.031
C: 0.546 0.453 -0.836  0.087
C: 0.920 -0.999 -0.988  0.419
N: 2.066 -1.697 -0.667  0.131
O: 0.050 -1.816 -1.523  0.179
N: -1.755 -0.226 -0.998  0.006
H: -2.515 1.404 0.704  0.006
H: -1.245 2.446 -0.200  0.006
H: -0.876 2.090 1.419  0.001
H: -0.636 -0.433 0.917  0.007
H: 0.370 0.931 -1.839  0.051
H: 1.298 1.207 -0.433  0.002
H: 2.727 -1.329 0.064  0.013
H: 2.094 -2.693 -0.968  0.014
H: -2.055 0.635 -1.533  0.010
H: -2.554 -0.627 -0.545  0.008
H: -1.375 -1.111 -1.487  0.008
H: 2.427 -0.079 2.593  0.002
H: 1.104 -0.004 3.231  0.001
O: 1.536 -0.097 2.560  0.006

---

12.
Molecular formula: C4H13N2O2
Method: DFT, ωB97M-V with the def2-TZVPD basis set

* ΔE to the lowest compared entry with this formula, charge and spin: 16.1 kcal/mol
* E_tot: -11431.050 eV
* spin multiplicity: 2
* frontier orbital gap (spin up / spin down): 9.59 / 6.48 eV
* <S²>: 0.755
* net charge: 0
* E_HOMO (spin up / spin down): -8.74 / -8.66 eV

Each line ends with the Löwdin spin population.
Element x y z (Å)
C: 0.137 -1.734 0.456  0.011
C: 1.559 -1.290 0.689  0.019
C: 1.575 0.177 1.131  0.093
O: 1.670 1.047 0.095  0.748
N: -0.638 -0.800 -0.397  0.039
C: -1.753 -0.020 0.166  0.001
N: -3.043 -0.574 -0.217  0.003
H: 0.043 -2.648 -0.136  0.006
H: -0.425 -1.834 1.388  0.000
H: 2.140 -2.026 1.253  -0.001
H: 2.163 -1.338 -0.227  -0.001
H: 0.728 0.457 1.773  0.011
H: 2.459 0.324 1.780  0.063
H: -0.012 -0.324 -1.031  0.000
H: -1.697 -0.184 1.245  0.000
H: -1.726 1.003 -0.191  0.000
H: -3.140 -1.574 -0.120  0.000
H: -3.254 -0.333 -1.177  0.000
H: 1.204 3.214 -1.375  0.000
H: 0.538 1.954 -0.957  0.001
O: 0.482 2.635 -1.643  0.008

---

Number 1 is which compound?
C4H13N2O